Entry 1:
73
Properties=species:S:1:pos:R:3:forces:R:3:mulliken_charge:R:1 method="wB97M-V/def2-TZVPD" homo_lumo_gap_ev=7.609 homo_ev=-12.621 e_lumo_ev=-5.01 total_charge=+2 energy_ev=-104904.200 fmax_ev_per_a=0.2
Pt -0.2996 0.8483 -0.5494 0.17 -0.06 -0.10 1.273
C -0.7621 4.2724 -1.5453 -0.01 -0.01 -0.02 -0.575
C -1.5961 4.0968 -0.2868 -0.03 0.03 -0.01 -0.821
S -1.8127 2.4164 0.3830 0.01 0.02 0.00 -0.041
C -3.4002 1.8038 -0.2270 -0.01 -0.03 0.04 -0.489
C -3.4171 1.3465 -1.6676 0.01 0.00 -0.03 -0.927
S -1.9584 0.3291 -2.1217 -0.06 0.05 0.03 -0.300
C -1.4871 1.0775 -3.7109 0.01 0.02 -0.03 -0.665
C -0.6861 2.3692 -3.6644 -0.03 -0.01 0.01 -0.375
S -1.5834 3.8462 -3.1055 0.01 0.00 0.02 -0.149
H 0.1743 3.7206 -1.4703 0.00 0.00 0.00 0.154
H -0.5057 5.3302 -1.6170 -0.01 0.00 -0.01 0.502
H -2.5990 4.5097 -0.4044 0.00 0.00 0.00 0.487
H -1.1221 4.6361 0.5345 0.01 -0.01 0.00 0.496
H -4.1544 2.5739 -0.0600 0.01 0.01 -0.01 0.614
H -3.6026 0.9766 0.4539 -0.01 0.01 0.00 -0.124
H -3.4259 2.1939 -2.3466 -0.01 0.01 0.00 0.453
H -4.2946 0.7256 -1.8511 0.01 0.00 0.00 0.547
H -2.4146 1.1906 -4.2748 0.00 0.01 0.01 0.594
H -0.9003 0.3057 -4.2119 0.01 -0.01 0.01 0.339
H -0.3390 2.5747 -4.6784 0.00 0.00 0.00 0.582
H 0.1913 2.2460 -3.0302 0.00 0.00 0.00 -0.277
C -4.4539 -1.5787 2.9081 -0.01 -0.01 0.01 -0.877
N -4.3331 -1.9560 1.5078 0.00 -0.02 -0.02 0.219
C -5.3332 -2.5561 0.7575 0.01 0.00 -0.01 -0.292
C -4.8429 -2.7609 -0.4786 -0.02 0.00 0.01 -0.587
N -3.5460 -2.2784 -0.4650 0.02 0.01 -0.04 0.197
C -3.2254 -1.7857 0.7529 -0.03 0.01 0.10 -0.268
S -1.7498 -1.1032 1.2451 -0.05 -0.06 0.02 -0.189
H -5.1421 -2.2634 3.3965 0.00 0.00 -0.01 0.350
H -4.8284 -0.5600 3.0005 0.02 0.00 0.00 0.291
H -3.4754 -1.6471 3.3739 0.00 0.00 0.00 0.339
H -6.2944 -2.7912 1.1782 0.00 0.00 0.00 0.467
H -5.2873 -3.2080 -1.3488 0.00 0.00 0.00 0.452
H -2.8962 -2.2880 -1.2328 0.00 -0.01 0.01 0.149
S 1.3539 1.8835 0.7333 -0.02 0.04 0.08 -0.663
C 2.6271 -2.8016 0.4485 0.01 -0.03 0.01 -1.495
C 1.8469 -1.4908 0.5221 -0.02 0.02 0.01 0.218
P 1.2028 -0.8293 -1.0553 -0.05 -0.04 -0.04 -0.007
C 2.7055 -0.2865 -1.9288 0.02 0.00 0.01 -0.432
C 2.5399 0.1312 -3.3886 0.02 -0.01 -0.01 -1.152
C 0.5881 -2.3445 -1.8726 0.04 0.01 0.03 -0.694
C -0.0337 -2.2737 -3.2641 -0.02 -0.01 0.00 -1.030
H 3.0707 -3.0141 1.4214 0.01 0.00 -0.01 0.411
H 3.4398 -2.7673 -0.2786 0.00 0.00 0.01 0.335
H 1.9855 -3.6459 0.2032 -0.01 0.00 -0.01 0.352
H 2.4745 -0.6956 0.9267 0.00 0.00 0.00 -0.120
H 0.9868 -1.5882 1.1876 0.00 -0.02 0.01 0.219
H 3.4396 -1.0922 -1.8450 -0.01 0.01 0.00 0.554
H 3.0824 0.5457 -1.3282 0.00 0.02 -0.02 0.351
H 2.4496 -0.7345 -4.0422 0.01 0.02 0.00 0.325
H 3.4120 0.6948 -3.7165 0.00 -0.01 -0.01 0.425
H 1.6647 0.7649 -3.5371 0.00 0.00 0.02 0.097
H -0.1067 -2.7813 -1.1474 -0.03 0.00 -0.03 0.475
H 1.4518 -3.0139 -1.9015 0.02 0.03 0.01 0.555
H -1.0114 -1.7964 -3.2521 0.01 0.01 -0.01 0.198
H -0.1775 -3.2844 -3.6459 0.01 0.00 0.01 0.460
H 0.6012 -1.7502 -3.9763 -0.03 -0.01 0.01 0.164
S 0.8805 1.2972 2.6655 -0.01 0.01 -0.05 -0.133
C 2.4281 0.8382 3.3377 0.02 0.00 0.02 0.692
N 2.4133 0.3363 4.5625 -0.02 0.01 0.01 -0.187
C 3.6381 0.0040 5.3026 0.00 0.00 -0.01 -0.653
C 4.7174 -0.3943 4.3112 0.00 0.00 0.00 -0.514
C 4.8753 0.6899 3.2595 0.00 0.00 0.00 -0.612
N 3.5602 1.0121 2.6899 0.00 0.00 -0.01 0.014
H 1.5202 0.2222 5.0164 0.00 0.00 0.00 0.203
H 3.4032 -0.8135 5.9801 0.00 0.00 0.00 0.398
H 3.9459 0.8650 5.8987 0.00 0.00 0.00 0.305
H 4.4493 -1.3396 3.8355 0.00 0.00 0.00 0.201
H 5.6618 -0.5407 4.8318 0.00 0.00 0.00 0.373
H 5.5189 0.3616 2.4460 0.00 0.00 0.00 0.388
H 5.3068 1.5952 3.6897 0.00 0.00 0.00 0.356
H 3.4911 1.4236 1.7670 0.00 0.00 0.00 0.070

Entry 2:
157
Properties=species:S:1:pos:R:3:forces:R:3:mulliken_charge:R:1 method="wB97M-V/def2-TZVPD" homo_lumo_gap_ev=7.883 homo_ev=-6.625 e_lumo_ev=1.26 total_charge=-1 energy_ev=-284053.609 fmax_ev_per_a=3.7
As 0.1488 0.0144 -0.4881 0.44 -0.20 0.72 2.352
F 0.3533 -1.6541 -0.0440 0.11 0.09 -0.46 -0.335
F 1.5052 0.4585 0.5637 -0.88 -0.18 -0.66 -0.402
F -0.0059 1.7195 -0.8991 -2.27 -2.85 -0.29 -0.665
F -1.2254 -0.3722 -1.5210 0.37 0.19 0.09 -0.409
F -0.9734 0.1255 0.8544 0.40 0.48 -0.41 -0.467
F 1.2430 -0.1852 -1.8567 -0.59 0.08 0.45 -0.515
O -1.2348 3.9854 5.7265 -0.17 0.39 -0.51 -0.501
S -1.6103 4.8144 4.6121 -0.31 -0.88 -0.54 0.941
O -1.1597 6.1762 4.5399 -0.38 -0.41 0.00 -0.654
O -1.0957 4.0057 3.3046 0.09 0.38 1.72 0.236
C -1.1907 4.6119 2.0267 -0.33 -0.30 -2.14 -0.748
C -1.8246 3.5553 1.1008 -1.11 0.19 0.77 -0.155
C -3.4032 4.6535 4.3802 1.14 -0.38 0.57 -0.760
H -0.2227 4.8874 1.6069 0.14 0.08 0.72 -0.209
H -1.8249 5.5004 2.0424 0.12 0.06 0.17 0.494
H -1.4680 2.5527 1.3306 0.37 0.07 -0.12 0.100
H -1.8025 3.7456 0.0291 0.47 0.25 0.08 0.245
H -2.8923 3.5342 1.3433 -0.03 -0.16 -0.04 0.291
H -3.9060 4.8593 5.3231 0.11 0.69 -0.11 0.498
H -3.5648 3.5841 4.2457 0.05 0.06 -0.60 0.022
H -3.6577 5.2827 3.5345 -0.41 -0.09 0.07 0.339
O 3.7701 3.8785 0.0983 -0.27 -0.04 0.12 -0.676
S 2.5223 4.5065 -0.2133 -0.62 0.48 -1.38 1.427
O 1.7679 5.2366 0.7776 0.93 -0.17 -0.84 -0.772
O 2.8117 5.5045 -1.4629 -0.50 0.47 0.84 -0.391
C 3.6231 5.0413 -2.5533 0.04 -0.60 0.05 -0.047
C 5.0259 5.5906 -2.5031 -0.12 0.10 0.21 -1.289
C 1.3769 3.3522 -0.9669 1.91 1.08 1.39 -0.271
H 3.1458 5.3900 -3.4699 -0.22 0.05 0.12 0.402
H 3.5972 3.9489 -2.5682 0.19 0.00 -0.03 0.162
H 5.6080 5.2447 -1.6507 -0.18 -0.14 0.05 0.276
H 4.9345 6.6755 -2.4353 0.29 0.03 -0.18 0.318
H 5.5373 5.2870 -3.4170 0.09 0.20 -0.03 0.387
H 1.8754 2.7391 -1.7132 0.10 0.10 0.07 0.163
H 0.4990 3.8565 -1.3559 0.18 0.25 0.17 0.050
H 1.1273 2.7321 -0.1023 0.54 0.78 -0.19 -0.160
O 6.0714 -5.3213 -2.9261 -0.47 -0.12 1.00 -0.608
S 5.1082 -5.8615 -2.0042 -1.24 0.03 -0.31 1.141
O 5.4034 -7.0405 -1.2155 -0.21 1.10 -0.47 -0.621
O 4.6131 -4.6336 -1.0483 1.28 -0.59 -0.79 -0.176
C 3.7811 -4.8483 0.0849 -1.51 -0.40 -0.12 -0.993
C 2.4745 -4.0675 -0.0715 0.09 -0.31 -0.15 1.329
C 3.5535 -6.1097 -2.9198 0.67 -0.33 0.51 -0.840
H 4.2348 -4.5006 1.0124 0.59 -0.09 -0.26 0.286
H 3.5453 -5.9116 0.1739 0.24 -0.03 0.15 0.501
H 2.6895 -3.0170 -0.2480 -0.13 0.12 0.38 -0.587
H 1.8973 -4.2414 0.8395 0.05 0.47 0.11 -0.087
H 1.8140 -4.3870 -0.8818 0.35 -0.28 -0.18 -0.235
H 3.1577 -5.1471 -3.2284 0.10 0.02 0.03 0.127
H 2.8617 -6.6347 -2.2637 -0.05 0.16 0.05 0.283
H 3.7512 -6.7442 -3.7809 0.18 0.06 0.00 0.544
O -3.9972 1.5329 2.8925 -0.86 -0.50 -0.16 -0.337
S -4.8856 0.7568 2.0673 -0.31 0.35 -0.73 0.986
O -5.6097 -0.3983 2.5305 0.47 0.55 0.13 -0.687
O -6.0140 1.8328 1.5153 1.35 -0.45 0.72 -0.280
C -7.1241 1.2792 0.8245 -0.69 -0.31 -0.94 -0.357
C -7.5604 2.1947 -0.3137 0.53 -0.05 0.20 -0.873
C -3.9821 0.3011 0.5548 -0.52 1.89 1.34 -0.344
H -7.9717 1.0584 1.4759 0.32 0.08 0.38 0.323
H -6.8185 0.3384 0.3567 -0.15 -0.12 0.20 0.366
H -8.4755 1.7925 -0.7475 0.08 -0.04 -0.16 0.387
H -6.7482 2.1998 -1.0421 -0.25 0.17 -0.24 0.017
H -7.7491 3.2281 -0.0264 0.03 -0.07 0.25 0.296
H -4.7393 0.4184 -0.2158 0.24 -0.94 -0.33 0.333
H -3.4196 -0.5981 0.7739 -0.37 -0.34 -0.47 0.427
H -3.2911 1.1370 0.4460 0.11 -0.11 -0.15 -0.306
O 4.1923 3.3682 6.4051 -0.23 0.40 -1.19 -0.658
S 3.2913 3.8260 5.3723 -1.53 -0.31 0.00 1.102
O 3.6369 4.7673 4.3285 0.28 -0.82 0.90 -0.558
O 2.6308 2.4971 4.6895 0.76 0.25 0.52 -0.489
C 2.4923 2.3932 3.2434 -0.11 0.89 -0.34 0.401
C 3.8122 2.1557 2.5571 0.78 0.16 0.59 -1.257
C 1.8204 4.4341 6.2239 0.93 -0.51 -0.62 -0.535
H 2.0352 3.3372 2.9366 -0.10 -0.15 -0.34 0.363
H 1.8094 1.5685 3.0444 -0.10 0.03 0.38 0.101
H 4.4201 3.0585 2.5242 -0.14 0.11 0.09 0.400
H 3.7392 1.8241 1.5247 -0.31 -0.26 0.13 -0.022
H 4.3652 1.4473 3.1802 0.01 -0.28 -0.32 0.530
H 1.0666 4.6709 5.4825 0.12 0.23 0.02 -0.060
H 2.1688 5.2912 6.7931 -0.25 0.04 0.10 0.474
H 1.4717 3.6079 6.8363 0.02 0.16 0.23 0.205
O -3.9322 3.1949 -1.3872 -0.43 -0.29 -0.84 -0.446
S -4.2098 2.8950 -2.7751 0.79 -1.07 0.28 1.011
O -5.4362 3.3095 -3.3829 0.59 0.26 -0.09 -0.647
O -2.9614 3.4375 -3.6380 -1.08 -0.18 -0.14 -0.451
C -1.6462 3.3104 -3.0433 0.12 0.29 0.56 0.586
C -0.6006 2.8579 -4.0485 -0.55 0.24 0.74 -0.790
C -4.0039 1.0915 -3.0835 0.10 1.27 -0.27 -0.461
H -1.6613 2.6155 -2.2021 -0.20 -0.07 -0.15 -0.307
H -1.4521 4.2948 -2.6136 0.31 -0.02 -0.10 0.315
H -0.9673 1.9516 -4.5262 0.18 0.01 -0.24 0.096
H 0.2665 2.6104 -3.4337 0.15 -0.08 -0.31 0.161
H -0.3481 3.6446 -4.7552 -0.04 -0.15 -0.19 0.412
H -3.3748 0.7298 -2.2747 -0.11 -0.39 -0.12 -0.294
H -3.5096 1.0387 -4.0523 0.26 -0.03 0.14 0.416
H -4.9621 0.6042 -3.2414 -0.14 0.09 0.63 0.482
O 0.5355 -5.2395 -3.4389 0.50 -0.38 -0.27 -0.542
S -0.6641 -4.5090 -3.6246 -1.90 1.29 0.46 1.175
O -1.4287 -4.4949 -4.8518 0.78 -0.35 0.45 -0.681
O -1.6363 -5.0610 -2.4531 0.44 0.15 -0.61 -0.197
C -3.0011 -4.6130 -2.4410 -0.29 1.27 0.28 -0.297
C -3.9035 -5.7059 -1.9241 0.03 0.01 -0.07 -1.290
C -0.4406 -2.7798 -3.1634 -0.26 -1.28 0.08 0.247
H -3.3183 -4.2211 -3.4094 0.22 -0.71 -0.35 0.641
H -3.0592 -3.6998 -1.8347 0.15 -0.25 0.44 0.202
H -3.5104 -6.6475 -2.3062 -0.38 -0.12 -0.05 0.272
H -4.9182 -5.5080 -2.2705 0.01 -0.25 -0.16 0.370
H -3.9680 -5.7707 -0.8387 0.32 0.07 0.02 0.270
H -1.4234 -2.3707 -2.9454 -0.03 0.07 -0.20 0.135
H 0.0022 -2.3333 -4.0456 0.25 0.22 0.20 -0.265
H 0.1504 -2.7446 -2.2521 0.27 0.14 -0.18 -0.197
O -1.7178 -5.1484 4.8901 0.29 -0.43 -0.30 -0.586
S -1.0829 -6.2263 4.1861 0.65 -0.40 -0.93 1.168
O -1.5349 -7.5872 4.3093 0.25 0.84 0.12 -0.628
O -1.1359 -5.9369 2.5821 0.07 0.22 1.60 -0.313
C -1.0868 -4.5434 2.1735 -0.05 -0.30 -0.91 -0.535
C -1.0676 -4.6399 0.6674 -0.20 1.09 -0.11 -0.113
C 0.7313 -6.1771 4.4842 -1.34 -0.23 -0.19 -0.792
H -0.1649 -4.0371 2.4727 -0.06 -0.21 0.48 0.339
H -1.9563 -4.0054 2.5458 0.07 -0.07 0.18 0.395
H -0.9608 -3.6311 0.2545 0.20 -0.04 0.06 -0.136
H -2.0139 -4.9967 0.2670 0.18 -0.52 0.06 0.062
H -0.1977 -5.2183 0.3664 -0.28 -0.23 -0.29 0.246
H 1.1718 -5.4444 3.8144 -0.01 0.20 0.22 0.216
H 1.1154 -7.1667 4.2536 -0.05 -0.02 0.05 0.321
H 0.8300 -5.9352 5.5382 0.23 0.11 -0.04 0.345
C 4.4335 -1.6161 -3.0488 -0.21 0.12 0.10 -0.842
S 5.3353 -1.6212 -1.4675 0.70 0.99 -0.79 0.586
O 6.6244 -0.8698 -1.7091 -0.81 -0.43 0.23 -0.729
C 4.1476 -0.4759 -0.7084 0.00 -0.97 -0.74 -0.267
H 3.4492 -2.0546 -2.8836 0.03 -0.12 -0.05 0.078
H 4.9307 -2.1305 -3.8665 0.25 -0.25 0.34 0.557
H 4.2882 -0.5810 -3.3616 0.08 0.08 0.12 0.304
H 4.4130 -0.3757 0.3383 -0.12 0.46 -0.04 0.369
H 3.1924 -0.9766 -0.8523 -0.09 -0.05 0.51 -0.573
H 4.0662 0.4086 -1.3364 0.43 0.40 0.45 0.290
C -0.1723 1.1351 6.7013 -0.08 0.19 0.39 -0.638
S -0.6718 -0.4867 6.1119 0.44 -0.81 -0.41 0.498
O -1.6873 -1.1179 7.0131 0.20 0.83 -0.19 -0.674
C -1.4854 0.0846 4.6230 -0.63 0.28 -0.40 -0.440
H 0.4267 0.9456 7.5921 -0.18 0.10 0.14 0.478
H -1.0307 1.7760 6.9008 -0.06 -0.17 0.18 0.273
H 0.4637 1.6698 5.9948 -0.02 -0.39 -0.33 -0.050
H -0.7667 0.3289 3.8394 0.22 0.13 0.23 0.109
H -2.1187 0.9479 4.8327 0.07 0.03 0.01 0.062
H -2.1288 -0.6902 4.2057 0.09 -0.24 0.33 0.384
C 0.6503 -0.3286 -5.8063 -0.01 0.15 -0.41 -0.378
S 2.4031 -0.5381 -6.1289 0.33 -1.17 -0.16 0.557
O 2.7431 -1.8572 -5.4985 -0.13 0.59 -0.26 -0.555
C 2.2937 -0.8501 -7.9276 -0.64 0.08 0.25 -1.116
H 0.5466 -0.2517 -4.7253 -0.01 0.00 0.00 -0.543
H 0.1290 -1.1967 -6.2096 -0.05 -0.04 0.14 0.448
H 0.2891 0.5808 -6.2873 -0.01 0.05 0.04 0.551
H 3.2536 -1.1759 -8.3186 0.19 0.38 0.18 0.368
H 1.9211 0.0725 -8.3754 0.32 0.03 -0.20 0.391
H 1.5817 -1.6431 -8.1655 -0.08 -0.04 0.39 0.301